1.
ORCA calculation (wB97M-V/def2-TZVPD) on a cluster of 4 separate species, C4H15NO3 in total.

## Properties
SMILES string	C1CCNC1.O.O.O
orbital gap	10.1	eV
net charge	0
relative energy (zero: lowest compared OMol25 entry of this formula, charge and spin)	1.159	eV
molecular weight	125.168	g mol⁻¹

Each line ends with the Mulliken charge.
Geometry (Å):
O: -1.92377 1.95263 -0.36872  -0.68
O: -1.58341 0.46292 2.27342  -0.72
O: 0.41674 2.93632 -1.83639  -0.64
N: 0.85539 -0.94853 1.20503  -0.39
C: 0.11649 -0.97059 -1.07309  -0.30
C: 1.14533 -2.30042 0.65133  -0.55
C: 0.82154 -0.10610 0.01354  -0.49
C: 0.86069 -2.29792 -0.94270  -0.72
H: -0.97328 -0.29959 2.08515  0.38
H: 1.62983 -0.70158 1.84784  0.24
H: 1.89642 0.20842 -0.50837  0.24
H: 0.30932 3.67284 -2.51447  0.31
H: -0.96804 -1.15827 -0.64255  0.18
H: -1.72285 1.46945 0.47987  0.32
H: -1.24284 0.94429 3.04249  0.31
H: 1.85806 -2.30841 -1.41522  0.34
H: 0.28419 -3.14516 -1.19704  0.31
H: 0.15181 -0.59369 -2.12644  0.34
H: -2.82364 1.61071 -0.53472  0.32
H: 0.31284 0.86641 0.00197  0.25
H: -0.50019 2.76903 -1.47766  0.37
H: 2.23681 -2.38317 0.71721  0.28
H: 0.62293 -3.07628 1.36577  0.29

=====

2.
ORCA calculation (wB97M-V/def2-TZVPD) on a structure of composition C4H8O2.

## Properties
orbital gap	8.8	eV
net charge	0
relative energy (zero: lowest compared OMol25 entry of this formula, charge and spin)	4.248	eV
molecular weight	88.106	g mol⁻¹

Each line ends with the Mulliken charge.
Geometry (Å):
O: -0.59160 -0.07404 0.95391  -0.43
O: -0.17682 0.45630 -1.73905  -0.49
C: -0.59468 1.42690 -0.99213  -0.09
C: 0.10345 -0.94047 0.29577  0.14
C: 1.56562 -1.06668 0.68436  -1.06
C: -1.61224 1.15313 -0.09684  -0.34
H: -1.88137 1.88388 0.65909  0.24
H: 2.17023 -1.55722 -0.08427  0.34
H: -0.41919 -1.86817 -0.00086  0.36
H: 0.13876 -0.39180 -0.96765  0.19
H: 1.63700 -1.66026 1.60433  0.30
H: 1.97686 -0.07511 0.89616  0.29
H: -2.35831 0.40462 -0.33694  0.23
H: 0.04230 2.30892 -0.87587  0.31

=====

3.
ORCA calculation (wB97M-V/def2-TZVPD) on an isolated molecule of C18H29NO3.

## Properties
SMILES string	CCCCCCCCC(=O)NCCOc1ccc(OC)cc1
orbital gap	8.8	eV
net charge	0
relative energy (zero: lowest compared OMol25 entry of this formula, charge and spin)	1.574	eV
molecular weight	307.434	g mol⁻¹

Each line ends with the Mulliken charge.
Geometry (Å):
O: -0.98721 4.64508 -0.72354  -0.69
O: 4.82626 -2.80257 -0.44544  -0.45
O: 1.55137 1.26680 1.34898  -0.50
N: -0.21832 2.54159 -0.51980  -0.09
C: 5.99928 -2.57811 -1.18702  -0.82
C: 2.94302 -2.00361 0.69367  -0.54
C: -2.82219 1.49567 -0.03738  -0.52
C: -4.13415 -1.37297 -0.26998  -0.51
C: -4.30812 1.15359 0.08100  -0.96
C: -2.63050 2.91507 -0.56437  -0.32
C: 4.38434 -0.40082 -0.35142  -0.55
C: 2.12834 -0.98751 1.13255  -0.50
C: 3.56040 0.62524 0.09154  -0.44
C: 2.42713 0.34522 0.83865  0.44
C: -4.48193 -5.24159 -0.07663  -1.28
C: -1.21068 3.45855 -0.59295  0.32
C: -4.51980 -2.74104 0.28775  -0.73
C: -4.08854 -3.87928 -0.63411  -0.32
C: -4.56148 -0.23904 0.66014  -0.73
C: 1.68844 2.62917 1.00824  -0.64
C: 4.08676 -1.72289 -0.05745  0.69
C: 1.16939 2.91932 -0.40704  -0.80
H: -4.01747 -5.40524 0.89344  0.32
H: 1.06664 3.15970 1.73457  0.38
H: -2.36100 1.39966 0.94923  0.38
H: 2.72376 2.97010 1.11858  0.36
H: -2.35062 0.78160 -0.71533  0.38
H: 3.83263 1.63885 -0.15815  0.33
H: -3.21461 3.61764 0.03495  0.31
H: -5.60256 -2.78258 0.42833  0.35
H: -5.63041 -0.34052 0.86286  0.41
H: -0.43065 1.58577 -0.28487  0.22
H: -4.54943 -3.74218 -1.61516  0.32
H: 1.75378 2.36219 -1.14615  0.42
H: 6.42411 -3.56347 -1.37214  0.23
H: 6.72058 -1.97364 -0.62710  0.33
H: -3.01350 2.98449 -1.58654  0.28
H: 5.78441 -2.09247 -2.14482  0.33
H: -4.60739 -1.23577 -1.24536  0.27
H: -4.77472 1.22439 -0.90422  0.34
H: 1.24774 -1.19895 1.71827  0.43
H: 5.25768 -0.14072 -0.92837  0.37
H: -4.05502 -2.87524 1.26752  0.35
H: -5.56092 -5.30620 0.04630  0.32
H: -4.16478 -6.03664 -0.74749  0.38
H: 1.23345 3.98923 -0.61525  0.44
H: -3.00509 -3.84252 -0.77035  0.32
H: 2.71700 -3.03312 0.92033  0.41
H: -4.03649 -0.33508 1.61351  0.29
H: -4.78761 1.89310 0.72676  0.42
H: -3.05295 -1.34680 -0.41828  0.25

=====

What did we get for F_max? Answer: 4.11; 0.49; 0.56 eV/Å, in the order shown.